{
  "formula": "C2H8NO2",
  "method": "ωB97M-V with the def2-TZVPD basis set",
  "lumo_energy_ev": 4.139,
  "de_lowest_kcal_mol": 14.43,
  "total_energy_ev": -7788.5591,
  "charge": -1,
  "species": ["C", "N", "C", "O", "H", "H", "H", "H", "H", "H", "H", "H", "O"],
  "xyz": [[0.130093, 0.622791, 1.408551], [0.065587, 0.276460, -0.009969], [0.872175, -0.945887, -0.372008], [2.153414, -0.858823, -0.076373], [-0.301859, -0.122707, 2.069294], [1.183262, 0.797425, 1.670150], [-0.380193, 1.579483, 1.566443], [0.527974, 1.003028, -0.534118], [0.264819, -1.812996, 0.013946], [0.622413, -1.042626, -1.479488], [-1.668188, 0.686982, -0.643646], [-3.170753, 0.786183, -0.239525], [-2.610966, 0.644614, -0.995495]],
  "forces_ev_per_a": [[0.991, 0.886, -0.540], [-1.145, -0.148, 0.131], [-0.168, -0.203, -0.972], [-0.194, -0.245, 0.189], [-0.089, -0.285, -0.161], [-0.095, -0.286, 0.386], [-0.203, -0.090, 0.081], [0.283, 0.367, 0.084], [0.281, 0.116, 0.608], [0.292, 0.201, 0.186], [-0.419, -0.667, -0.145], [-0.207, 0.053, 0.435], [0.674, 0.300, -0.282]]
}